The following is a quantum chemistry calculation of a cluster of 8 separate species, H18NO7 in total, from the OMol25 dataset.

Output
Largest force on an atom   0.121 Eh/bohr
Net charge   +1
E_tot   -16107.369 eV
HOMO energy   -14.651 eV

CARTESIAN COORDINATES (ANGSTROEM)
O 0.483923 3.135962 0.702462
O -0.774077 -1.700038 2.240462
O 2.858923 0.573962 -1.168538
O -1.685077 0.896962 2.542462
O -2.251077 -2.435038 -1.647538
O -1.836077 2.409962 -2.009538
O 2.090923 -2.711038 -0.072538
N -0.159077 -0.297038 -0.543538
H -1.502077 -2.722038 -2.221538
H 3.620923 1.053962 -1.236538
H -1.538077 2.172962 -2.911538
H 1.814923 -3.598038 0.084462
H 1.280923 2.832962 0.984462
H -0.241077 0.534962 0.128462
H 0.064923 -1.546038 2.782462
H 2.735923 -2.412038 0.524462
H 0.963923 3.656962 -0.134538
H -2.854077 -3.159038 -1.250538
H -1.190077 3.135962 -2.024538
H -0.431077 -1.244038 -0.031538
H -1.789077 0.870962 3.487462
H 3.256923 0.043962 -0.503538
H -0.909077 -0.018038 -1.272538
H -1.357077 1.806962 2.295462
H 0.605923 -0.371038 -1.125538
H -1.261077 -0.913038 2.381462

Force components x, y, z for each atom (eV/Å):
O -1.044 3.320 -5.163
O 2.886 -1.188 0.508
O -2.672 -1.303 0.245
O 0.659 1.344 -1.228
O -0.449 -0.618 0.680
O 1.650 0.179 -1.403
O -1.444 1.124 -1.945
N -5.473 0.284 1.509
H -1.459 -0.686 0.813
H 2.955 3.176 -1.570
H -1.132 -0.848 0.084
H 0.110 -0.932 0.577
H 3.652 -1.936 2.314
H 0.959 -1.452 -1.009
H -1.755 -0.478 -1.103
H 1.234 -0.121 1.393
H -2.612 -1.597 2.902
H 2.093 1.363 -1.487
H -0.439 0.488 1.301
H 0.620 2.228 -1.072
H -0.115 0.343 0.661
H -0.400 -1.897 1.338
H 0.653 -0.918 1.575
H -0.614 -1.353 0.612
H 3.103 -0.053 -0.718
H -0.966 1.531 0.186

Atom charges from the natural (NBO) analysis, given in e for atoms 1 to 2:
1 O -0.93
2 O -0.96